Here is C18H23F9N6O5PtS2 as an isolated structure from OMol25. Energies are from the ωB97M-V functional and the def2-TZVPD basis.

```
64
Properties=species:S:1:pos:R:3:forces:R:3
Pt 0.772 0.528 -0.655 -0.107 0.392 0.729
N -2.038 -1.632 -2.693 0.783 0.073 0.275
C -3.076 -1.814 -1.625 -0.430 0.067 0.538
C -2.469 -2.027 -0.221 0.478 0.267 -0.239
C -2.188 -0.797 0.677 -0.558 0.094 0.006
N -0.775 -0.316 0.759 0.615 -0.097 -0.555
C -3.161 0.360 0.419 0.396 0.019 -0.243
C -3.438 0.644 -1.059 -0.203 0.096 0.165
N -2.225 1.100 -1.772 -0.087 -0.357 -0.067
C -4.031 -0.621 -1.687 0.261 0.129 -0.119
H -1.210 -2.218 -2.541 -0.015 -0.148 -0.029
H -1.699 -0.659 -2.624 0.048 0.192 -0.068
H -2.404 -1.812 -3.626 -0.039 0.024 -0.058
H -3.614 -2.724 -1.886 0.074 -0.023 -0.032
H -1.573 -2.651 -0.286 0.005 -0.102 0.036
H -3.208 -2.622 0.317 0.008 -0.020 0.007
H -2.384 -1.144 1.697 0.002 -0.035 -0.057
H -0.158 -1.105 1.008 -0.081 -0.076 0.216
H -0.732 0.341 1.533 -0.009 -0.041 0.058
H -2.788 1.257 0.922 -0.096 0.032 0.004
H -4.119 0.109 0.876 0.010 0.046 0.097
H -4.206 1.423 -1.098 -0.052 -0.060 0.004
H -1.866 1.943 -1.332 0.138 -0.063 0.000
H -2.476 1.387 -2.717 -0.003 0.087 0.064
H -4.331 -0.441 -2.723 -0.057 0.002 0.013
H -4.938 -0.864 -1.134 -0.032 -0.098 -0.072
O 0.163 2.727 -0.137 -0.146 -0.232 -0.095
C 0.194 3.394 0.929 0.025 0.108 0.113
C -0.529 4.643 0.972 -0.037 0.027 -0.033
C -0.669 5.333 2.132 -0.070 0.019 -0.073
C -0.079 4.844 3.321 -0.037 0.089 -0.078
C 0.713 3.710 3.299 0.100 -0.212 -0.021
C 0.905 2.975 2.132 -0.223 0.151 0.073
C 1.819 1.866 2.086 0.185 -0.168 0.038
N 2.054 1.024 1.069 -0.396 -0.360 -0.486
C 3.087 0.213 1.418 0.352 -0.015 0.306
C 3.499 0.549 2.680 0.086 -0.236 -0.357
N 2.698 1.567 3.077 -0.179 0.116 -0.088
H -0.967 4.984 0.043 -0.020 -0.029 0.006
H -1.239 6.252 2.152 0.009 -0.001 0.027
H -0.238 5.374 4.250 0.067 0.000 0.011
H 1.184 3.402 4.223 -0.022 -0.008 0.003
H 3.484 -0.539 0.762 -0.016 -0.057 -0.020
H 4.289 0.143 3.288 -0.034 0.035 0.039
H 2.773 2.035 3.965 0.016 0.100 -0.024
F 0.670 0.409 -3.508 0.077 0.147 0.252
C 0.960 1.427 -2.653 -0.422 -0.167 -0.812
F 0.107 2.411 -2.930 -0.040 -0.038 0.329
F 2.178 1.855 -2.887 0.142 -0.050 0.240
F 3.573 -2.525 -3.803 0.217 0.111 -0.001
C 2.524 -2.877 -3.109 -0.251 -0.053 0.253
F 2.571 -4.151 -2.782 0.023 -0.039 -0.064
F 1.413 -2.643 -3.816 0.113 0.007 -0.115
S 2.357 -1.883 -1.524 -0.368 -0.606 0.153
O 0.879 -1.805 -1.383 -0.308 0.589 0.090
O 2.923 -0.575 -1.731 0.502 0.120 -0.097
N 3.005 -2.694 -0.371 -0.129 0.186 -0.436
S 1.970 -3.316 0.698 -0.488 0.422 0.495
O 1.000 -4.207 0.152 0.190 -0.475 -0.076
O 1.447 -2.256 1.545 -0.098 0.076 -0.004
C 3.190 -4.198 1.783 0.184 0.394 -0.244
F 3.911 -3.243 2.378 0.065 -0.230 -0.006
F 3.969 -4.971 1.060 0.059 -0.095 -0.004
F 2.550 -4.901 2.689 -0.177 -0.028 0.035
```
Positions in Å, forces in eV/Å.

Values from the calculation:
multiplicity = 5
HOMO-LUMO gap (spin up / spin down) = 8.80 / 6.05 eV
calculated total energy = -3218.2718 Ha
HOMO level (spin up / spin down) = -0.532 / -0.543 Ha
energy relative to the best compared isomer or geometry (same formula, charge and spin) = 74.4 kJ/mol
expectation value of S² = 6.05
total charge = +2